Entry 1:
C40H37GeNO2S4SbTi as an isolated structure at a distorted geometry, computed with ωB97M-V with the def2-TZVPD basis set.

Properties
* energy relative to the best compared isomer or geometry (same formula, charge and spin): 9.3 kcal per mole
* HOMO energy (spin up / spin down): -1.277 / -2.103 eV
* net charge: -2
* spin multiplicity: 4

Positions of all 87 atoms, in Å:
Ti: 0.58 -0.77 1.33
C: -1.63 0.23 5.38
C: -0.99 -0.96 4.70
C: 0.26 -1.43 5.08
C: 0.90 -2.44 4.38
C: 0.31 -2.99 3.25
C: -0.95 -2.55 2.87
C: -1.61 -1.57 3.61
H: -1.60 1.11 4.72
H: -1.10 0.48 6.30
H: -2.68 0.04 5.62
H: 0.76 -0.96 5.92
H: 1.89 -2.78 4.66
H: 0.82 -3.77 2.70
H: -1.43 -3.01 2.03
H: -2.59 -1.23 3.30
S: 4.01 -2.76 -1.66
Sb: 2.91 -2.72 0.35
S: 0.54 -2.47 -0.27
S: 2.37 0.15 2.52
S: 3.15 -4.67 1.59
C: -3.03 -5.84 -1.81
C: -2.81 -4.38 -2.16
C: -2.25 -4.06 -3.39
C: -2.01 -2.74 -3.72
C: -2.30 -1.73 -2.81
C: -2.86 -2.04 -1.58
N: -3.13 -1.03 -0.61
C: -3.22 0.33 -0.94
C: -3.95 0.68 -2.10
C: -4.15 2.00 -2.44
C: -3.68 3.02 -1.63
C: -2.98 2.68 -0.48
C: -2.73 1.36 -0.14
C: -1.89 1.18 1.13
O: -2.00 2.01 2.02
O: -1.05 0.21 1.08
C: -3.15 -3.37 -1.25
C: -3.81 -3.71 0.06
H: -2.61 -6.48 -2.58
H: -4.09 -6.08 -1.71
H: -2.54 -6.10 -0.86
H: -1.97 -4.86 -4.07
H: -1.53 -2.49 -4.66
H: -2.04 -0.71 -3.04
H: -2.67 -1.20 0.28
H: -4.34 -0.11 -2.72
H: -4.69 2.23 -3.35
H: -3.84 4.06 -1.88
H: -2.60 3.44 0.19
H: -4.45 -2.89 0.39
H: -3.08 -3.90 0.85
H: -4.42 -4.61 -0.02
C: 6.76 1.06 -1.15
C: 6.42 0.79 0.17
C: 5.09 0.78 0.57
C: 4.05 1.04 -0.34
C: 4.41 1.31 -1.66
C: 5.74 1.32 -2.07
Ge: 2.19 1.13 0.31
C: 1.21 1.34 -1.42
C: 1.39 0.41 -2.45
C: 0.79 0.59 -3.70
C: -0.06 1.67 -3.92
C: -0.28 2.59 -2.90
C: 0.36 2.43 -1.67
C: 2.12 3.03 0.95
C: 3.15 3.94 0.65
C: 3.10 5.27 1.06
C: 2.01 5.74 1.79
C: 0.98 4.86 2.11
C: 1.04 3.53 1.70
H: 7.79 1.05 -1.47
H: 7.20 0.57 0.89
H: 4.85 0.55 1.60
H: 3.65 1.51 -2.41
H: 5.99 1.51 -3.10
H: 2.03 -0.45 -2.30
H: 0.97 -0.13 -4.48
H: -0.55 1.80 -4.88
H: -0.95 3.42 -3.06
H: 0.19 3.18 -0.90
H: 4.01 3.61 0.08
H: 3.92 5.94 0.81
H: 1.97 6.78 2.10
H: 0.13 5.21 2.68
H: 0.23 2.86 2.00

***

Entry 2:
C3H10N4 as an isolated structure at a distorted geometry, computed with ωB97M-V with the def2-TZVPD basis set.

Properties
* energy relative to the best compared isomer or geometry (same formula, charge and spin): 56.9 kcal per mole
* HOMO energy: -19.202 eV
* net charge: +2

Positions of all 17 atoms, in Å:
C: 0.60 0.80 -1.18
C: 0.28 0.19 1.49
C: -0.97 -1.12 -0.58
N: -0.77 0.75 2.04
N: 1.39 -0.24 1.96
N: 0.60 0.62 -2.45
N: -0.01 -0.02 -0.35
H: 1.40 1.43 -0.85
H: -1.91 -0.82 -1.22
H: -1.44 -1.32 0.31
H: -0.45 -2.10 -1.07
H: -0.76 0.77 3.05
H: -1.69 1.06 1.56
H: 1.51 -0.04 2.92
H: 1.95 -0.96 1.47
H: 1.12 1.21 -3.20
H: -0.04 0.12 -3.02

***

Entry 3:
C21H31BrIN5O3PSSr as an isolated structure at a distorted geometry, computed with ωB97M-V with the def2-TZVPD basis set.

Properties
* energy relative to the best compared isomer or geometry (same formula, charge and spin): 0.0 kcal per mole
* HOMO energy: -11.382 eV
* net charge: +1

Positions of all 65 atoms, in Å:
Sr: 0.23 -0.43 1.08
N: 4.57 0.31 -1.09
C: 3.94 -0.04 0.08
C: 3.54 -1.36 0.31
C: 2.89 -1.71 1.49
C: 2.55 -0.74 2.43
C: 2.96 0.57 2.21
C: 3.64 0.92 1.06
S: 1.19 -1.06 3.64
O: 1.73 -1.32 4.94
O: 0.37 0.17 3.51
O: 0.46 -2.16 2.98
H: 5.02 1.20 -1.13
H: 4.97 -0.41 -1.65
H: 3.79 -2.14 -0.40
H: 2.57 -2.73 1.65
H: 2.72 1.33 2.94
H: 3.95 1.95 0.91
C: -3.00 0.20 -0.69
N: -2.37 0.50 0.62
C: -2.68 1.93 0.92
N: -4.10 2.21 0.92
C: -4.65 1.86 -0.39
N: -4.42 0.44 -0.71
C: -5.05 -0.36 0.34
N: -4.52 -0.05 1.67
C: -3.09 -0.30 1.65
C: -4.74 1.37 1.94
H: -2.81 -0.86 -0.93
H: -2.52 0.81 -1.46
H: -2.19 2.55 0.16
H: -2.26 2.18 1.90
H: -4.18 2.48 -1.16
H: -5.72 2.06 -0.39
H: -4.89 -1.42 0.12
H: -6.13 -0.18 0.34
H: -2.92 -1.36 1.43
H: -2.66 -0.07 2.63
H: -4.33 1.62 2.92
H: -5.81 1.57 1.94
Br: 0.56 2.86 1.19
C: 0.44 3.86 -0.43
C: 0.38 5.24 -0.29
C: 0.28 6.05 -1.41
C: 0.23 5.47 -2.68
C: 0.29 4.10 -2.82
C: 0.39 3.28 -1.69
I: 0.47 1.21 -2.09
H: 0.42 5.67 0.70
H: 0.24 7.12 -1.29
H: 0.15 6.09 -3.56
H: 0.25 3.65 -3.80
C: -0.03 -4.50 0.09
P: -1.40 -3.31 0.26
C: -2.44 -3.72 -1.19
C: -2.33 -4.04 1.65
H: -0.40 -5.52 -0.01
H: 0.60 -4.44 0.98
H: 0.58 -4.27 -0.79
H: -2.62 -4.80 -1.26
H: -1.96 -3.38 -2.11
H: -3.41 -3.22 -1.11
H: -2.49 -5.10 1.49
H: -3.29 -3.55 1.77
H: -1.75 -3.89 2.56